Record 1
Computed, not measured: a molecular structure, C38H44ClN4O4RuTe at a distorted geometry, with ωB97M-V/def2-TZVPD.

Geometry as XYZ:
```
93
C38H44ClN4O4RuTe, DFT ωB97M-V/def2-TZVPD
Ru -0.643 3.412 -0.788
Cl 4.264 3.546 4.572
C 3.492 3.667 2.999
C 4.181 3.154 1.873
C 3.457 3.016 0.728
C 2.080 3.407 0.575
O 1.459 3.186 -0.536
C 1.462 4.022 1.745
C 0.184 4.645 1.727
O -0.582 4.906 0.663
C 2.179 4.125 2.941
H 5.180 2.842 1.963
H 3.870 2.462 -0.105
H -0.121 5.137 2.676
H 1.875 4.755 3.773
C 0.887 6.142 -3.915
C 0.033 5.912 -2.697
O -0.021 4.711 -2.355
N -0.725 6.891 -2.222
C -1.907 6.538 -1.387
C -2.721 5.420 -1.940
C -3.741 5.649 -2.923
C -4.748 4.722 -3.095
C -4.627 3.451 -2.472
C -3.478 3.159 -1.767
N -2.593 4.175 -1.417
H 1.162 7.238 -4.024
H 0.287 5.868 -4.809
H 1.806 5.554 -3.857
H -0.553 7.798 -2.629
H -2.517 7.493 -1.338
H -1.559 6.398 -0.397
H -3.847 6.636 -3.414
H -5.630 5.043 -3.681
H -5.459 2.753 -2.570
H -3.212 2.121 -1.479
C 0.762 0.655 -5.092
C -0.517 0.437 -4.336
C -0.572 1.388 -3.217
N -0.793 2.138 -2.358
H 0.897 -0.131 -5.829
H 1.677 0.715 -4.475
H 0.774 1.618 -5.585
H -0.666 -0.544 -3.930
H -1.366 0.633 -5.054
C -1.057 0.922 2.457
C -0.762 1.079 0.949
O -0.213 0.130 0.318
N -1.197 2.215 0.405
Te -0.571 -2.494 0.387
C -0.975 -4.684 0.326
C -2.291 -5.073 0.725
C -3.264 -4.157 1.307
C -2.654 -6.435 0.771
C -1.797 -7.470 0.274
C -2.246 -8.911 0.183
C -0.560 -7.034 -0.244
C -0.125 -5.671 -0.186
C 1.209 -5.397 -0.828
C 1.105 -2.717 1.678
C 2.317 -2.120 1.287
C 2.474 -1.324 -0.028
C 3.448 -2.208 2.179
C 3.404 -2.937 3.339
C 4.591 -3.145 4.246
C 2.190 -3.599 3.628
C 1.039 -3.461 2.875
C -0.262 -4.040 3.423
H -2.028 1.367 2.724
H -0.278 1.390 3.055
H -1.075 -0.211 2.607
H -3.315 -4.110 2.373
H -4.232 -4.449 0.903
H -3.131 -3.097 1.029
H -3.681 -6.678 1.130
H -3.031 -9.110 0.917
H -1.400 -9.538 0.326
H -2.711 -9.049 -0.781
H 0.112 -7.696 -0.618
H 1.679 -6.306 -1.190
H 1.961 -4.894 -0.173
H 0.974 -4.785 -1.706
H 2.332 -0.211 -0.016
H 1.731 -1.628 -0.755
H 3.516 -1.559 -0.443
H 4.244 -1.512 2.002
H 4.748 -4.225 4.424
H 4.533 -2.630 5.212
H 5.490 -2.776 3.682
H 2.047 -4.141 4.614
H -0.105 -3.947 4.521
H -0.401 -5.072 3.096
H -1.153 -3.462 3.056
```

Values from the calculation:
ΔE to the lowest compared entry with this formula, charge and spin, kcal/mol: 3.8
Kohn-Sham gap (spin up / spin down), eV: 5.20 / 4.83
Total charge: +2
Multiplicity: 6

Record 2
Computed, not measured: 5 unconnected molecules or ions with the total composition C38H44I2N6O14 at a distorted geometry, with ωB97M-V/def2-TZVPD.

Geometry as XYZ:
```
104
C38H44I2N6O14, DFT ωB97M-V/def2-TZVPD
C -4.023 8.838 3.191
C -3.596 8.109 1.932
I -2.410 9.533 0.789
C -2.753 6.811 2.065
I -2.416 6.235 4.128
C -3.203 5.633 1.178
N -3.740 6.147 -0.109
C -2.087 4.681 0.706
C -1.006 5.354 -0.138
N -2.867 3.652 -0.006
C -4.242 3.763 0.307
O -5.147 3.241 -0.313
C -4.280 4.620 1.606
C -3.897 3.577 2.683
O -4.810 2.499 2.544
C -4.318 1.213 2.812
O -3.881 0.564 1.663
C -4.815 -0.363 1.141
C -5.827 0.287 0.231
O -6.604 -0.815 -0.279
C -5.590 5.287 2.077
C -6.890 4.655 1.595
O -7.382 4.937 0.501
O -7.510 3.764 2.423
H -4.592 9.711 2.882
H -3.194 9.200 3.782
H -4.704 8.232 3.778
H -4.478 7.956 1.336
H -1.752 7.049 1.743
H -4.699 6.455 -0.017
H -3.201 6.937 -0.439
H -1.568 4.183 1.523
H -1.188 6.418 -0.260
H -0.049 5.280 0.366
H -0.902 4.882 -1.100
H -2.482 2.722 0.085
H -2.883 3.200 2.584
H -3.999 3.982 3.682
H -5.150 0.670 3.255
H -3.507 1.233 3.538
H -4.255 -1.064 0.530
H -5.309 -0.959 1.903
H -5.337 0.769 -0.605
H -6.491 0.964 0.760
H -7.443 -0.472 -0.576
H -5.671 6.325 1.782
H -5.580 5.293 3.165
H -7.322 4.008 3.332
C 0.082 -4.931 0.739
C -1.152 -4.943 0.101
C -2.264 -4.400 0.723
C -2.118 -3.844 1.979
C -0.901 -3.825 2.635
C 0.204 -4.378 2.007
N -3.290 -3.247 2.631
O -4.349 -3.309 2.047
O -3.131 -2.723 3.715
H 0.944 -5.352 0.253
H -1.248 -5.376 -0.885
H -3.226 -4.405 0.233
H -0.814 -3.391 3.619
H 1.164 -4.380 2.503
C 6.982 -7.021 -1.586
C 6.172 -8.076 -1.186
C 5.027 -7.831 -0.447
C 4.713 -6.524 -0.121
C 5.510 -5.461 -0.505
C 6.653 -5.716 -1.245
N 3.491 -6.258 0.646
O 2.814 -7.202 0.985
O 3.218 -5.098 0.894
H 7.876 -7.212 -2.166
H 6.431 -9.091 -1.452
H 4.392 -8.645 -0.131
H 5.246 -4.450 -0.236
H 7.290 -4.902 -1.554
C 6.748 -4.681 -7.358
C 6.658 -5.559 -6.286
C 7.462 -5.380 -5.173
C 8.343 -4.315 -5.152
C 8.451 -3.432 -6.209
C 7.645 -3.621 -7.320
N 9.184 -4.106 -3.964
O 9.088 -4.906 -3.053
O 9.919 -3.146 -3.955
H 6.116 -4.821 -8.224
H 5.960 -6.384 -6.317
H 7.396 -6.059 -4.336
H 9.148 -2.610 -6.171
H 7.715 -2.940 -8.155
C 4.081 -0.220 -0.027
C 4.002 1.106 -0.427
C 2.769 1.725 -0.531
C 1.632 1.001 -0.226
C 1.687 -0.322 0.170
C 2.926 -0.933 0.267
N 0.327 1.667 -0.322
O 0.319 2.820 -0.696
O -0.660 1.034 -0.018
H 5.046 -0.701 0.058
H 4.902 1.659 -0.657
H 2.698 2.756 -0.843
H 0.784 -0.870 0.398
H 2.990 -1.966 0.573
```

Values from the calculation:
SMILES string: C[C@@H]1NC(=O)[C@](COCOCCO)(CC(=O)O)[C@@]1(N)[C@H](I)[C@@H](C)I.O=[N+]([O-])c1ccccc1.O=[N+]([O-])c1ccccc1.O=[N+]([O-])c1ccccc1.O=[N+]([O-])c1ccccc1
Kohn-Sham gap, eV: 7.88

Record 3
Computed, not measured: a molecular structure, C38H45Cl4FN4O2SbSeTi at a distorted geometry, with ωB97M-V/def2-TZVPD.

Geometry as XYZ:
```
97
C38H45Cl4FN4O2SbSeTi, DFT ωB97M-V/def2-TZVPD
Ti -0.946 0.043 -0.816
C 1.769 3.464 1.313
C 1.113 3.420 -0.071
C 1.602 2.213 -0.865
C -0.406 3.599 0.017
C -0.847 4.870 -0.348
C -2.177 5.220 -0.305
C -3.090 4.293 0.156
C -2.717 3.019 0.572
C -3.879 2.221 1.185
C -4.106 0.787 0.702
C -3.845 2.289 2.720
C -1.350 2.636 0.453
N -0.952 1.296 0.752
C -0.745 0.976 2.070
C -0.556 1.894 3.122
C -0.304 1.474 4.416
C -0.245 0.124 4.736
C -0.486 -0.812 3.739
C -0.729 -0.369 2.464
F -1.044 -1.274 1.493
H 2.855 3.507 1.202
H 1.515 2.583 1.898
H 1.441 4.348 1.863
H 1.468 4.303 -0.610
H 1.401 1.274 -0.349
H 2.681 2.295 -1.014
H 1.131 2.175 -1.847
H -0.117 5.604 -0.672
H -2.501 6.206 -0.613
H -4.135 4.574 0.217
H -4.775 2.772 0.889
H -3.200 0.192 0.675
H -4.534 0.801 -0.298
H -4.822 0.290 1.359
H -3.088 1.633 3.142
H -4.819 1.995 3.118
H -3.639 3.309 3.050
H -0.626 2.950 2.900
H -0.151 2.214 5.192
H -0.039 -0.198 5.747
H -0.498 -1.874 3.949
Cl -0.538 -2.673 -6.665
C -0.582 -2.445 -4.957
C -0.939 -3.496 -4.122
Cl -1.344 -5.036 -4.784
C -0.971 -3.304 -2.740
Cl -1.401 -4.580 -1.662
C -0.658 -2.070 -2.196
O -0.684 -1.782 -0.906
C -0.237 -1.001 -3.041
O 0.153 0.089 -2.405
C -0.228 -1.206 -4.415
Cl 0.258 0.105 -5.426
Se -4.621 -1.687 -2.646
N -5.051 -0.232 -3.611
C -4.127 0.692 -3.390
C -4.048 1.976 -3.957
C -2.973 2.782 -3.577
C -2.052 2.377 -2.631
N -2.131 1.165 -2.005
C -3.099 0.317 -2.432
N -3.159 -0.894 -1.932
H -4.801 2.307 -4.658
H -2.846 3.761 -4.021
H -1.241 3.022 -2.332
C 3.643 -4.659 1.517
C 2.212 -4.245 1.208
C 1.269 -4.526 2.376
Sb 2.007 -2.130 0.553
C 3.387 -2.426 -1.163
C 3.367 -1.201 -2.075
C 3.010 -3.669 -1.964
C 3.636 -1.336 1.854
C 3.288 -1.481 3.332
C 3.844 0.137 1.522
H 3.700 -5.738 1.694
H 4.018 -4.158 2.412
H 4.318 -4.422 0.692
H 1.859 -4.822 0.350
H 1.562 -3.960 3.263
H 1.281 -5.590 2.635
H 0.246 -4.251 2.112
H 4.390 -2.545 -0.740
H 2.372 -1.054 -2.494
H 4.067 -1.332 -2.908
H 3.641 -0.287 -1.545
H 1.962 -3.624 -2.271
H 3.164 -4.587 -1.395
H 3.621 -3.736 -2.871
H 4.549 -1.897 1.636
H 3.271 -2.526 3.645
H 2.312 -1.042 3.549
H 4.031 -0.963 3.950
H 2.921 0.693 1.701
H 4.137 0.281 0.480
H 4.626 0.572 2.155
```

Values from the calculation:
ΔE to the lowest compared entry with this formula, charge and spin, kcal/mol: 29.5
Kohn-Sham gap (spin up / spin down), eV: 4.35 / 4.35
Total charge: -1

Listing electronic energy for the structures above in their given order: -76649.5354, -93914.7173, -198000.6118 eV.